# 1
The following is a DFT calculation (ωB97M-V/def2-TZVPD) of an isolated ion of composition C7H8 and charge +1.

XYZ file:
```
15
Properties=species:S:1:pos:R:3:forces:R:3
C 1.756 -0.671 -1.442 -0.106 -0.112 0.493
C 0.922 0.551 0.595 -0.280 -0.494 0.747
C 0.619 -0.235 -0.583 0.919 1.740 -0.417
C -0.711 -0.318 -1.002 -0.442 -0.788 0.224
C -1.674 -0.164 -0.041 0.433 0.193 0.695
C -1.312 0.358 1.253 -0.301 -0.326 0.085
C 0.000 0.643 1.614 -0.565 0.266 -0.513
H 1.756 0.038 -2.273 0.102 -0.237 -0.392
H 1.647 -1.702 -1.763 -0.302 0.014 -0.480
H 2.725 -0.632 -0.953 -0.029 0.287 0.231
H 1.847 1.107 0.676 0.361 -0.458 -0.061
H -0.945 -0.642 -2.003 -0.053 -0.363 -0.048
H -2.695 -0.497 -0.126 -0.195 0.214 -0.557
H -2.128 0.624 1.922 0.162 -0.164 0.035
H 0.184 1.079 2.582 0.296 0.229 -0.043
```
Positions in Å, forces in eV/Å.

Output
HOMO level (alpha / beta) ... -14.8 / -15.0 eV
Electronic energy ... -7379.62991 eV
Charge ... +1
⟨S²⟩ ... 0.77
LUMO level (alpha / beta) ... -4.7 / -8.0 eV
Multiplicity ... 2
Energy above the lowest of the compared OMol25 structures with the same formula, charge and spin ... 7.1 kcal per mole
Kohn-Sham gap (alpha / beta) ... 10.149 / 6.967 eV

---

# 2
The following is a DFT calculation (ωB97M-V/def2-TZVPD) of a 3-piece molecular cluster, C3H12NO2S overall.

XYZ file:
```
19
Properties=species:S:1:pos:R:3:forces:R:3
C -0.422 -0.254 -0.214 0.453 -0.200 0.283
C 0.903 -0.518 -0.958 -0.176 0.227 -0.316
S 0.890 0.095 -2.693 -0.219 -0.171 0.274
C -1.400 -1.401 -0.330 -0.069 -0.620 -0.770
N -1.112 -2.530 0.582 0.007 0.076 -0.200
H -0.828 0.641 -0.655 -0.389 0.425 -0.060
H -0.243 -0.057 0.860 -0.040 0.008 -0.090
H 1.125 -1.592 -0.936 0.103 0.069 0.106
H 1.708 0.018 -0.459 0.186 -0.147 0.291
H -1.353 -1.755 -1.364 0.200 -0.097 -0.072
H -2.446 -1.124 -0.245 -0.178 0.400 0.530
H -0.601 -3.250 0.086 -0.036 0.016 -0.063
H -0.459 -2.194 1.274 0.066 0.016 0.319
H 0.573 2.387 -1.095 0.169 0.138 -0.518
H -0.408 3.274 -1.804 0.055 -0.079 -0.169
O 0.371 3.327 -1.245 -0.124 -0.059 0.505
H 0.560 1.934 2.707 0.634 -0.324 0.086
H 1.930 1.219 3.079 -0.617 0.306 -0.255
O 1.212 1.779 3.410 -0.025 0.014 0.120
```
Positions in Å, forces in eV/Å.

Output
HOMO level ... -2.8 eV
Electronic energy ... -19726.88574 eV
Charge ... -1
LUMO level ... 3.4 eV
Energy above the lowest of the compared OMol25 structures with the same formula, charge and spin ... 21.2 kcal per mole
Kohn-Sham gap ... 6.209 eV

---

# 3
The following is a DFT calculation (ωB97M-V/def2-TZVPD) of C10H14Br6O4 as an isolated structure.

XYZ file:
```
34
Properties=species:S:1:pos:R:3:forces:R:3
O -2.576 -3.359 0.398 1.275 0.522 1.900
C -1.793 -2.792 1.159 -1.118 -0.014 -4.704
O -1.738 -2.902 2.439 -2.404 -2.232 2.432
C -1.018 -1.922 3.092 2.144 0.944 -0.484
C -0.548 -1.038 1.974 0.114 3.185 0.513
C -0.753 -1.793 0.724 0.953 -0.388 -0.371
H -0.106 -2.382 3.473 -0.446 -0.114 0.998
H -1.580 -1.255 3.746 -0.200 -1.057 0.595
H 0.449 -0.644 2.172 0.189 -0.270 -0.250
H -1.163 -0.139 2.009 -0.204 0.199 -0.307
H 0.213 -2.277 0.582 -0.196 -0.661 -0.566
H -0.953 -1.222 -0.183 -0.369 -0.312 0.317
O -3.628 3.370 -3.409 -0.102 -0.025 -1.054
C -3.307 2.308 -2.955 -1.887 0.835 -1.615
O -2.762 2.279 -1.786 1.806 0.427 2.330
C -2.632 0.963 -1.296 -0.085 -0.647 0.119
C -2.606 0.118 -2.592 0.050 -0.332 1.445
C -3.585 0.892 -3.437 0.612 -0.204 -0.724
H -3.506 0.842 -0.656 -0.201 -0.720 -0.110
H -1.775 0.887 -0.627 0.178 0.115 -0.324
H -2.809 -0.936 -2.405 -0.180 0.068 -0.103
H -1.617 0.195 -3.044 0.125 -0.017 0.071
H -4.631 0.636 -3.265 0.004 0.065 0.075
H -3.338 0.733 -4.487 -0.381 0.413 -0.058
C 7.065 1.565 1.532 -0.267 0.739 0.747
Br 6.150 1.259 3.269 0.539 0.170 -0.864
Br 7.075 3.500 1.077 -0.130 -1.116 0.175
Br 6.308 0.466 0.136 0.388 0.290 0.329
H 8.108 1.313 1.723 -0.356 -0.122 -0.322
C 2.745 0.301 0.006 -1.143 -0.124 1.155
Br 2.843 1.418 1.682 -0.151 -0.890 -1.349
Br 0.965 0.592 -0.876 1.616 0.004 0.413
Br 2.965 -1.652 0.468 0.067 1.676 -0.501
H 3.538 0.674 -0.643 -0.241 -0.409 0.094
```
Positions in Å, forces in eV/Å.

Output
HOMO level ... -10.1 eV
Electronic energy ... -439040.27908 eV
Charge ... 0
LUMO level ... -1.0 eV
Energy above the lowest of the compared OMol25 structures with the same formula, charge and spin ... 0.0 kcal per mole
Kohn-Sham gap ... 9.128 eV

---

# 4
The following is a DFT calculation (ωB97M-V/def2-TZVPD) of C44H45N2O4P3Zr as an isolated structure.

XYZ file:
```
99
Properties=species:S:1:pos:R:3:forces:R:3
Zr -0.034 0.033 0.127 -0.128 0.561 -0.773
C -1.119 -1.653 -4.276 0.011 -0.048 -0.025
O -2.307 -1.455 -3.504 -0.038 0.034 0.000
C -2.419 -2.273 -2.418 0.044 -0.028 0.034
C -3.426 -3.225 -2.388 0.037 -0.002 -0.030
C -3.572 -4.090 -1.308 -0.004 -0.019 0.011
C -2.696 -4.006 -0.248 0.014 0.004 -0.006
C -1.702 -3.018 -0.230 -0.019 0.022 -0.045
C -0.817 -2.948 0.908 0.109 -0.038 0.000
N -0.069 -1.931 1.163 -0.089 -0.287 0.191
N 0.798 -2.037 2.268 0.039 -0.001 0.070
C 1.157 -0.852 2.629 0.085 -0.129 0.047
O 0.595 0.222 2.069 0.004 0.020 -0.015
C 2.221 -0.708 3.671 -0.039 0.028 0.054
C 1.793 -0.999 4.967 -0.005 0.023 -0.013
C 2.666 -0.992 6.037 0.003 -0.004 0.007
C 4.004 -0.721 5.808 -0.010 0.000 0.006
C 4.440 -0.443 4.524 0.002 0.009 -0.013
C 3.578 -0.405 3.429 0.033 -0.002 -0.005
C -1.570 -2.130 -1.316 0.050 -0.260 0.014
O -0.631 -1.167 -1.305 -0.330 -0.024 0.062
H -1.278 -1.139 -5.221 0.018 0.017 0.005
H -0.956 -2.715 -4.470 -0.024 0.001 -0.018
H -0.246 -1.247 -3.765 0.030 0.009 0.019
H -4.084 -3.288 -3.245 -0.002 -0.002 0.002
H -4.351 -4.839 -1.318 0.003 0.001 0.002
H -2.768 -4.698 0.582 0.001 0.005 0.002
H -0.783 -3.790 1.597 0.027 -0.003 -0.004
H 0.752 -1.255 5.126 0.001 0.001 0.001
H 2.310 -1.218 7.033 0.001 0.001 0.000
H 4.715 -0.737 6.623 -0.001 -0.001 0.001
H 5.496 -0.267 4.367 -0.005 -0.002 0.008
H 4.783 -1.013 1.777 -0.013 -0.009 -0.005
C 0.646 2.377 -2.937 -0.011 -0.022 0.020
C 2.089 2.178 -2.454 0.023 -0.059 0.002
P 2.296 0.615 -1.507 0.009 0.095 0.146
C 3.607 0.788 -0.283 0.043 0.032 -0.066
C 3.163 0.180 1.014 0.011 0.007 0.038
C 4.215 -0.116 2.061 -0.016 0.015 -0.010
C 5.194 1.040 2.054 0.019 0.001 -0.003
C 5.434 1.762 0.955 0.022 -0.010 0.047
C 4.693 1.563 -0.293 -0.039 -0.027 -0.037
C 2.835 -0.644 -2.691 -0.091 -0.049 -0.025
C 2.437 -0.594 -4.026 0.031 0.028 0.009
C 2.836 -1.586 -4.908 0.009 -0.028 -0.013
C 3.623 -2.638 -4.462 -0.008 0.011 -0.016
C 4.021 -2.693 -3.134 0.006 0.000 0.027
C 3.631 -1.700 -2.249 -0.034 -0.014 0.015
P -0.531 2.265 -1.529 0.246 0.279 0.197
C -2.167 2.568 -2.232 -0.052 -0.048 0.048
C -3.031 3.507 -1.671 0.024 0.045 -0.004
C -4.305 3.675 -2.192 -0.025 0.008 -0.013
C -4.728 2.902 -3.265 -0.002 0.012 0.017
C -3.874 1.958 -3.819 0.004 -0.010 -0.012
C -2.599 1.788 -3.304 0.019 -0.046 0.025
C -0.106 3.721 -0.533 0.003 -0.005 0.003
C 0.310 3.541 0.785 0.018 0.023 -0.005
C 0.705 4.621 1.564 -0.008 0.000 -0.016
C 0.677 5.898 1.024 0.002 0.011 0.006
C 0.259 6.093 -0.288 0.000 0.009 -0.012
C -0.128 5.013 -1.063 0.008 -0.008 -0.031
H 0.359 1.621 -3.670 -0.010 -0.028 0.006
H 0.538 3.349 -3.421 -0.011 -0.003 0.001
H 2.370 2.986 -1.774 -0.006 -0.002 0.003
H 2.786 2.193 -3.293 0.009 0.010 0.008
H 2.594 -0.738 0.813 0.014 -0.004 -0.007
H 2.495 0.921 1.460 -0.016 -0.013 0.001
H 5.764 1.245 2.950 0.002 0.005 -0.008
H 6.191 2.536 0.976 0.002 -0.004 0.005
H 5.011 2.099 -1.180 -0.005 -0.002 -0.003
H 1.839 0.228 -4.397 -0.004 -0.001 -0.002
H 2.542 -1.531 -5.948 -0.001 0.002 0.004
H 3.937 -3.409 -5.153 -0.001 0.000 0.001
H 4.647 -3.504 -2.787 0.000 -0.001 -0.001
H 3.970 -1.738 -1.220 0.004 -0.004 0.005
H -2.702 4.130 -0.848 -0.019 -0.018 0.001
H -4.965 4.422 -1.770 0.002 -0.005 0.002
H -5.720 3.040 -3.674 -0.001 0.002 0.001
H -4.201 1.352 -4.653 0.004 -0.003 0.000
H -1.954 1.030 -3.731 -0.009 0.002 0.014
H 0.336 2.554 1.240 -0.009 -0.039 0.015
H 1.034 4.464 2.583 -0.002 0.000 -0.005
H 0.980 6.745 1.624 0.003 -0.001 0.000
H 0.237 7.090 -0.705 -0.002 -0.002 -0.003
H -0.458 5.176 -2.083 0.003 0.008 0.002
C -2.304 0.472 3.394 -0.047 -0.003 -0.035
P -3.025 0.642 1.768 -0.184 0.001 0.017
C -4.195 -0.682 1.508 0.019 0.044 -0.002
C -3.881 2.205 1.670 0.044 -0.037 0.019
O -1.949 0.587 0.666 0.172 -0.033 0.089
H -3.092 0.525 4.146 0.003 0.001 0.000
H -1.580 1.268 3.569 0.001 0.003 -0.012
H -1.796 -0.491 3.475 -0.001 -0.003 -0.014
H -5.049 -0.569 2.178 0.008 -0.005 0.007
H -3.718 -1.644 1.696 0.020 0.002 -0.012
H -4.541 -0.656 0.474 -0.003 0.019 0.002
H -4.647 2.266 2.443 0.002 -0.006 -0.001
H -4.344 2.300 0.688 0.002 -0.003 -0.017
H -3.166 3.018 1.808 0.002 -0.004 0.001
```
Positions in Å, forces in eV/Å.

Output
HOMO level ... -13.3 eV
Electronic energy ... -86667.30132 eV
Charge ... +2
LUMO level ... -5.7 eV
Kohn-Sham gap ... 7.540 eV